# 1
The following is a quantum chemistry calculation of a structure of composition C26H46CoN6PS4, from the Open Molecules 2025 dataset.

The geometry in XYZ format:
```
84
Properties=species:S:1:pos:R:3:forces:R:3
Co -0.7394 -0.3187 -1.3003 0.06 0.40 -0.25
C -2.1785 2.0520 -2.6833 0.00 0.02 -0.03
N -2.3949 0.9559 -1.7164 0.04 -0.03 0.07
C -2.8784 1.5983 -0.4705 0.00 0.04 -0.02
C -3.4734 0.1014 -2.2700 -0.07 -0.01 -0.04
C -3.3770 -1.3020 -1.7323 0.00 0.01 -0.06
N -2.0288 -1.8479 -1.9795 -0.01 -0.06 0.09
C -1.7604 -2.0120 -3.4156 -0.02 -0.02 -0.02
C -1.9582 -3.1772 -1.3421 -0.02 0.02 -0.05
H -3.1397 2.5261 -2.9080 0.02 0.00 0.00
H -1.7413 1.6722 -3.6050 -0.01 -0.01 -0.01
H -1.5057 2.7911 -2.2594 0.01 0.00 0.00
H -3.6736 2.3090 -0.7200 -0.01 -0.02 0.02
H -2.0572 2.1207 0.0184 -0.05 -0.02 -0.04
H -3.2584 0.8489 0.2142 -0.05 -0.04 0.03
H -3.3843 0.1047 -3.3567 0.00 -0.05 0.00
H -4.4507 0.5348 -2.0335 0.03 0.00 -0.01
H -4.1412 -1.9423 -2.1910 0.02 0.02 -0.01
H -3.5270 -1.3093 -0.6523 -0.01 0.01 0.01
H -2.5569 -2.5869 -3.9027 0.02 0.00 0.00
H -0.8217 -2.5529 -3.5256 0.00 0.01 -0.01
H -1.6662 -1.0472 -3.9136 0.00 0.00 0.00
H -2.6962 -3.8425 -1.8025 -0.01 -0.02 0.03
H -2.1646 -3.0777 -0.2793 0.00 -0.03 0.00
H -0.9642 -3.5950 -1.4740 0.00 -0.01 0.00
S -0.4272 2.1979 2.1252 0.22 0.13 -0.05
P -1.2557 0.4406 2.4697 -0.05 -0.06 -0.11
S -1.2670 -0.8930 0.9401 -0.11 -0.25 0.35
C -2.9722 0.6608 3.0376 -0.02 0.08 0.11
C -3.9701 -0.2649 2.7522 0.07 -0.08 -0.05
C -5.2516 -0.0920 3.2546 -0.02 0.00 0.00
C -5.5422 1.0053 4.0506 -0.01 0.01 0.01
C -4.5492 1.9300 4.3445 -0.03 -0.02 0.00
C -3.2702 1.7605 3.8410 0.03 0.02 -0.04
C -0.4595 -0.4284 3.8511 0.11 0.10 0.06
C 0.6686 0.1085 4.4584 -0.01 -0.03 -0.01
C 1.2751 -0.5596 5.5147 -0.02 0.00 -0.03
C 0.7532 -1.7606 5.9658 0.01 0.00 0.01
C -0.3782 -2.2971 5.3626 0.04 -0.03 0.06
C -0.9828 -1.6346 4.3109 -0.07 0.00 -0.07
H -3.7359 -1.1253 2.1363 -0.02 0.01 -0.01
H -6.0221 -0.8168 3.0264 -0.01 -0.01 0.00
H -6.5411 1.1404 4.4433 -0.01 0.00 0.00
H -4.7730 2.7871 4.9647 0.00 0.02 0.01
H -2.5003 2.4902 4.0562 0.01 0.00 0.00
H 1.0623 1.0514 4.1031 0.00 0.03 0.00
H 2.1506 -0.1356 5.9874 0.02 0.01 0.01
H 1.2224 -2.2782 6.7918 0.00 -0.02 0.01
H -0.7883 -3.2325 5.7184 -0.02 -0.02 0.00
H -1.8636 -2.0588 3.8443 -0.01 0.00 -0.01
C 4.6694 -2.3213 -4.0795 0.03 -0.03 -0.01
C 3.5142 -1.3308 -4.0978 -0.06 0.12 -0.04
N 2.4351 -1.6769 -3.1848 0.02 -0.09 0.15
C 2.3911 -1.4078 -1.8805 -0.05 -0.11 0.00
S 1.0059 -1.8603 -0.9466 0.08 -0.01 -0.10
N 3.4467 -0.8464 -1.3014 0.01 0.02 -0.11
C 3.5557 -0.4725 0.1089 0.00 0.02 0.02
C 4.4389 -1.4363 0.8772 0.00 -0.03 0.05
H 5.4523 -1.9974 -4.7634 0.02 0.01 -0.02
H 4.3333 -3.3092 -4.3908 -0.01 -0.01 -0.01
H 5.1102 -2.4254 -3.0876 0.00 0.01 0.03
H 3.0761 -1.2767 -5.0942 0.03 -0.02 0.01
H 3.8453 -0.3142 -3.8634 0.01 -0.02 0.01
H 1.6396 -2.1843 -3.5336 0.00 0.05 -0.01
H 4.2932 -0.7684 -1.8453 -0.01 0.04 -0.01
H 2.5475 -0.4548 0.5191 0.05 0.00 0.00
H 3.9498 0.5458 0.1448 0.04 -0.05 0.02
H 4.0123 -2.4387 0.8599 -0.02 -0.01 0.00
H 4.5200 -1.1192 1.9160 -0.01 0.01 0.03
H 5.4471 -1.4805 0.4625 0.01 0.01 -0.03
C 2.4896 3.3154 0.5335 -0.10 0.05 0.09
N 1.8506 2.2793 -0.2683 -0.07 -0.22 0.44
C 1.8701 2.1670 -1.5779 0.03 -0.14 -0.38
S 0.7803 1.1701 -2.4623 -0.05 0.04 0.08
N 2.7461 2.8344 -2.3534 -0.17 0.09 -0.07
C 3.9844 3.5284 -2.0285 0.06 -0.07 0.08
H 1.8970 3.4185 1.4403 0.02 -0.01 -0.03
H 2.4810 4.2662 0.0069 0.03 0.01 0.02
H 3.5067 3.0513 0.8186 0.03 0.02 0.00
H 1.1790 1.7039 0.2522 -0.01 0.24 -0.23
H 2.5304 2.7582 -3.3342 0.01 -0.04 0.03
H 3.8339 4.5888 -1.8306 0.01 0.00 0.02
H 4.6438 3.4272 -2.8879 0.02 0.04 0.01
H 4.4795 3.0677 -1.1778 -0.01 0.01 -0.02
```
Positions in Å, forces in eV/Å.

Output
⟨S²⟩: 0.98
LUMO level (spin up / spin down), eV: -2.63 / -2.04
Energy relative to the best compared isomer or geometry (same formula, charge and spin), kJ/mol: 34.3
2S+1: 2
Net charge: +1



# 2
The following is a quantum chemistry calculation of a structure of composition C26H47AsN3OPdSSi2 in a non-equilibrium geometry, from the Open Molecules 2025 dataset.

The geometry in XYZ format:
```
82
Properties=species:S:1:pos:R:3:forces:R:3
Pd -0.4294 -0.8506 0.2859 -0.92 -1.11 -0.67
C -3.4031 -1.8866 -1.6062 0.33 0.15 0.17
C -2.4672 -2.6477 -0.6484 -0.05 -0.78 -0.33
C -2.8569 -4.1352 -0.6602 -0.16 0.21 0.21
C -1.0324 -2.4086 -1.0031 0.75 1.51 0.25
C -2.4717 -2.0437 0.7627 -0.23 0.14 0.38
C -2.1633 -2.8373 1.8847 0.06 0.09 -0.11
C -2.1541 -2.3117 3.1617 -0.06 -0.07 0.07
C -2.4638 -0.9765 3.3810 -0.14 0.16 -0.37
C -2.8288 -0.1815 2.3027 -0.20 -0.08 0.57
C -2.8501 -0.6999 1.0161 -0.08 -0.40 -0.43
H -3.4645 -2.4264 -2.5483 0.02 0.00 -0.12
H -3.0025 -0.8914 -1.8129 -0.07 -0.04 0.01
H -4.4071 -1.7973 -1.1955 -0.17 -0.03 0.09
H -2.9292 -4.4883 -1.6872 0.01 0.01 -0.10
H -3.8195 -4.2859 -0.1739 -0.15 -0.17 0.00
H -2.1037 -4.7432 -0.1636 -0.02 -0.04 0.08
H -0.4075 -3.3007 -1.1333 -0.35 -0.52 0.45
H -1.9320 -3.8845 1.7596 0.08 -0.05 -0.11
H -1.8952 -2.9512 3.9946 -0.01 -0.03 0.06
H -2.4356 -0.5624 4.3768 -0.01 0.04 0.11
H -3.1205 0.8483 2.4663 0.04 0.02 -0.01
H -3.2624 -0.0882 0.2171 0.20 -0.16 0.09
C -1.1810 4.8789 -0.4646 -0.06 -0.64 0.28
Si -1.6426 3.2331 0.4023 -0.52 0.68 -0.18
C -0.8375 3.2147 2.1358 -0.25 -0.25 -0.56
C -3.5636 3.2426 0.4984 0.72 -0.11 0.07
As -0.9188 1.3246 -0.7948 -0.04 1.31 -0.21
Si -1.2619 1.8625 -3.0857 -0.59 0.29 -0.41
C -0.9636 0.2446 -4.0644 0.07 0.52 0.47
C -0.1607 3.2735 -3.7811 -0.27 -0.60 0.50
C -3.0834 2.4447 -3.3117 0.74 -0.30 0.13
H -1.3949 5.7250 0.1799 -0.07 0.19 0.22
H -1.7466 5.0098 -1.3801 -0.18 -0.02 -0.22
H -0.1281 4.9136 -0.7233 0.26 -0.01 -0.01
H -1.4874 3.6071 2.9129 -0.22 0.15 0.03
H 0.0774 3.8019 2.1429 0.15 0.13 -0.09
H -0.5635 2.1984 2.4151 -0.02 0.00 0.02
H -3.9236 4.1929 0.8794 -0.04 0.25 0.12
H -3.9558 2.4601 1.1400 -0.04 -0.18 0.14
H -3.9923 3.0946 -0.4887 0.00 0.00 -0.20
H -0.3943 -0.4432 -3.4418 0.01 -0.15 0.12
H -0.4025 0.4132 -4.9762 0.14 0.18 -0.24
H -1.8902 -0.2472 -4.3396 -0.25 -0.07 0.06
H 0.8718 2.9535 -3.8764 0.22 -0.07 0.01
H -0.1853 4.1375 -3.1247 -0.01 0.13 0.13
H -0.5046 3.5933 -4.7602 -0.16 -0.06 -0.21
H -3.7783 1.7935 -2.7883 -0.08 -0.14 0.08
H -3.3631 2.4593 -4.3594 -0.02 -0.03 -0.31
H -3.2129 3.4509 -2.9258 0.01 0.21 0.13
C 3.5360 -2.3637 1.4176 0.27 -0.03 0.14
N 2.4566 -1.9607 2.3048 -0.08 0.93 -0.28
C 1.3610 -2.8948 2.2502 -0.49 -0.37 -0.17
C 2.1203 -0.6196 2.3979 -0.87 -0.18 0.64
S 0.5085 -0.1188 2.4940 0.92 -0.50 0.10
N 3.1506 0.2864 2.5418 -0.16 -0.30 -0.25
C 2.8010 1.6866 2.4627 -0.10 0.27 -0.13
C 4.2068 0.0266 3.5041 0.19 -0.15 -0.10
H 3.1491 -2.5719 0.4103 0.03 0.01 0.09
H 3.9910 -3.2770 1.8091 0.05 0.08 -0.08
H 4.2866 -1.5823 1.3526 0.06 -0.04 -0.01
H 1.7658 -3.9044 2.3148 0.09 -0.04 0.01
H 0.7841 -2.7900 1.2939 0.24 -0.01 0.57
H 0.6821 -2.7280 3.0874 0.00 -0.01 -0.21
H 2.1296 1.8445 1.6187 0.01 0.05 0.06
H 3.7133 2.2655 2.3128 0.09 0.00 0.02
H 2.3037 2.0397 3.3760 0.01 -0.03 -0.09
H 4.2488 -1.0323 3.7386 0.03 -0.04 0.01
H 4.0188 0.5858 4.4283 -0.01 -0.04 -0.02
H 5.1699 0.3445 3.0973 0.03 -0.02 0.07
O 1.4968 0.0280 -0.6770 2.66 -0.81 -0.93
N 2.6203 -0.4839 -1.1770 -0.29 0.99 -0.38
C 3.8207 0.0783 -0.8117 -1.32 -0.42 -0.04
C 4.9839 -0.3309 -1.3856 0.65 -0.86 -0.88
C 4.9825 -1.3298 -2.3735 -1.03 0.28 0.41
C 3.7401 -1.8688 -2.7548 1.58 0.08 0.00
C 2.5899 -1.4440 -2.1616 -0.74 0.69 1.15
H 3.7533 0.8334 -0.0468 -0.14 0.04 0.02
H 5.9136 0.1242 -1.0808 0.04 0.07 0.08
H 5.8987 -1.6727 -2.8195 0.13 -0.01 -0.12
H 3.6968 -2.6195 -3.5314 -0.11 -0.03 0.04
H 1.6064 -1.8318 -2.3886 -0.10 0.19 0.07
```
Positions in Å, forces in eV/Å.

Output
⟨S²⟩: 0.76
LUMO level (spin up / spin down), eV: -0.02 / -0.58
2S+1: 2
Net charge: 0



# 3
The following is a quantum chemistry calculation of a cluster of 6 separate species, C26H47B3NO17 in total, from the Open Molecules 2025 dataset.

The geometry in XYZ format:
```
94
Properties=species:S:1:pos:R:3:forces:R:3
N -3.1097 0.0401 -0.0413 -0.33 0.32 -0.35
C -4.1881 -0.9522 -0.2209 -0.16 0.07 0.43
C -3.9358 -2.3317 0.4237 0.30 0.11 -0.35
B -3.8809 -3.5863 -0.6490 -0.26 0.30 0.23
C -5.3902 -4.0641 -1.1295 0.17 -0.37 -0.08
C -6.3078 -4.5869 -0.0075 -0.13 -0.03 -0.23
C -7.8067 -4.2864 -0.1399 0.16 -0.16 0.42
C -8.2627 -2.8540 -0.2556 -0.52 0.11 0.16
O -9.4314 -2.5387 -0.3450 0.40 -0.06 -0.32
O -7.2843 -1.9311 -0.1920 0.22 -0.20 -0.47
O -3.1890 -3.1366 -1.9606 0.45 -0.04 0.07
B -1.8564 -3.1389 -2.0704 -0.22 -0.11 -0.30
O -0.9875 -2.4916 -1.1845 -0.16 -0.57 0.36
O -1.2205 -3.7702 -3.1673 0.01 0.62 -0.04
B -3.1794 -4.9958 0.0800 0.22 0.28 0.05
O -3.0064 -5.1244 1.4733 0.49 -0.55 -0.21
O -2.8333 -6.1639 -0.6433 -0.52 -0.24 0.05
H -2.6410 -0.1169 0.8413 0.12 -0.02 -0.09
H -2.4311 -0.0447 -0.7858 0.19 -0.29 0.19
H -4.3641 -1.0526 -1.2970 0.01 0.00 0.08
H -5.0938 -0.5156 0.2215 0.03 -0.02 -0.17
H -2.9603 -2.2693 0.9338 -0.09 0.01 -0.01
H -4.6731 -2.4978 1.2185 0.02 -0.10 -0.05
H -5.8555 -3.2668 -1.7218 -0.02 0.06 0.15
H -5.2284 -4.8995 -1.8320 -0.10 0.17 -0.11
H -5.9754 -4.2732 0.9879 0.07 0.13 -0.13
H -6.2374 -5.6831 -0.0194 0.01 0.10 0.26
H -8.3360 -4.6497 0.7528 0.01 -0.10 -0.19
H -8.2365 -4.8341 -0.9858 -0.03 0.22 0.01
H -7.5767 -1.1469 -0.6798 -0.15 0.09 0.46
H -0.1314 -2.9301 -1.1981 0.09 0.24 -0.20
H -1.8496 -3.7627 -3.8957 -0.06 -0.42 0.15
H -2.3359 -4.5253 1.8104 -0.43 0.41 0.08
H -3.5972 -6.7497 -0.7243 0.15 -0.06 0.04
O -0.6103 2.7164 1.2981 -0.03 0.10 0.15
C -1.1802 3.2808 0.4051 0.08 -0.19 -0.24
O -2.5177 3.3992 0.3522 0.01 0.12 0.23
C -2.9194 4.0298 -0.8713 -0.05 0.02 -0.13
C -1.6966 4.8200 -1.3309 0.03 -0.08 0.06
C -0.5578 3.9473 -0.8072 -0.20 0.28 0.05
H -3.2070 3.2468 -1.5755 0.03 -0.02 0.01
H -3.7857 4.6530 -0.6617 -0.02 -0.04 0.06
H -1.6738 4.9917 -2.4052 -0.03 -0.07 -0.01
H -1.6788 5.7911 -0.8328 0.00 0.01 -0.01
H -0.2734 3.1718 -1.5200 0.07 -0.03 0.05
H 0.3237 4.5034 -0.5011 0.12 -0.13 -0.10
O 2.5423 4.4863 0.3331 0.06 0.10 -0.08
C 2.5987 4.0578 1.4506 -0.32 -0.13 0.01
O 3.4196 3.0362 1.7799 0.11 0.03 0.02
C 3.1980 2.6427 3.1469 -0.05 -0.04 0.11
C 2.5789 3.8642 3.8186 -0.01 0.07 -0.07
C 1.8030 4.4895 2.6610 0.17 0.00 0.19
H 2.5249 1.7840 3.1467 -0.03 0.02 -0.01
H 4.1532 2.3463 3.5740 0.04 0.00 -0.07
H 1.9671 3.6069 4.6802 -0.04 -0.05 -0.04
H 3.3654 4.5450 4.1490 0.01 -0.01 0.01
H 0.8003 4.0689 2.5573 0.03 0.00 -0.04
H 1.7424 5.5738 2.7048 -0.06 0.01 -0.07
O -5.4561 -8.8736 -1.0635 -0.04 0.04 0.03
C -5.2446 -9.0266 -2.2282 0.13 -0.03 0.03
O -6.1169 -9.6839 -3.0409 -0.03 -0.02 -0.03
C -5.5699 -9.8056 -4.3622 0.04 0.02 -0.06
C -4.5311 -8.6949 -4.4727 0.01 0.02 0.07
C -4.0380 -8.5867 -3.0319 -0.17 0.18 -0.25
H -5.1239 -10.7990 -4.4591 0.02 0.00 0.00
H -6.3843 -9.7142 -5.0774 -0.05 -0.01 0.05
H -3.7507 -8.9116 -5.1991 0.01 -0.05 0.02
H -5.0158 -7.7627 -4.7647 0.00 0.00 -0.01
H -3.2179 -9.2748 -2.8204 0.03 0.03 0.05
H -3.7412 -7.5788 -2.7502 0.13 -0.05 0.09
O 7.0348 7.7114 2.1606 0.01 0.02 0.02
C 6.6552 7.0711 1.2192 0.11 -0.07 0.07
O 5.3553 6.7712 1.0295 -0.09 -0.01 -0.03
C 5.2002 5.8952 -0.1117 0.17 -0.01 -0.14
C 6.4513 6.1231 -0.9541 0.04 0.08 0.10
C 7.4900 6.4539 0.1167 -0.28 0.08 -0.28
H 5.1285 4.8718 0.2547 -0.01 -0.02 -0.02
H 4.2754 6.1479 -0.6181 -0.06 0.02 0.10
H 6.7043 5.2656 -1.5734 -0.01 -0.04 0.05
H 6.3073 6.9840 -1.6092 -0.02 -0.01 -0.01
H 7.9627 5.5585 0.5189 0.08 0.02 -0.06
H 8.2553 7.1493 -0.2175 0.10 -0.04 0.13
O 11.1081 3.4561 0.3984 -0.01 -0.05 -0.03
C 10.6760 3.7777 1.4637 0.12 0.11 0.02
O 9.4131 4.2454 1.6223 -0.02 -0.07 0.07
C 9.1920 4.6597 2.9851 0.01 0.02 0.08
C 10.2294 3.8968 3.8017 0.07 -0.03 -0.06
C 11.3827 3.7763 2.8071 -0.24 -0.09 0.14
H 9.3243 5.7420 3.0396 0.00 0.00 0.01
H 8.1662 4.4184 3.2524 -0.02 0.00 -0.08
H 10.4869 4.3994 4.7313 0.01 0.05 -0.03
H 9.8502 2.9039 4.0466 -0.02 0.01 0.01
H 12.0475 4.6412 2.8385 0.04 -0.01 -0.02
H 11.9705 2.8699 2.9195 0.10 0.05 -0.06
```
Positions in Å, forces in eV/Å.

Output
LUMO level, eV: 1.63
Energy relative to the best compared isomer or geometry (same formula, charge and spin), kJ/mol: 0.0
Net charge: -1